#P
The following is a DFT calculation (the ωB97M-V functional and the def2-TZVPD basis) of one molecule with the formula C6H9NO.

```
! RIJCOSX wB97M-V def2-TZVPD def2/J DEFGRID3
* xyz 0 1
C 1.277 0.921 -1.548
C -0.149 -0.492 -0.993
C -0.426 -1.305 0.146
C -1.152 -0.098 0.857
C -0.521 0.583 1.937
C 0.605 0.712 -0.207
H 2.402 1.142 -1.642
H 0.647 1.289 -2.250
H -0.983 -0.439 -1.731
H 0.259 -2.049 0.777
H -1.184 -2.158 0.008
H -2.215 -0.207 0.852
H -1.224 1.044 2.537
H 0.375 0.116 2.312
H 1.568 0.294 0.119
N -0.295 1.178 0.590
O 1.015 -0.530 -1.765
*
```

Values from the calculation:
Lowest unoccupied orbital energy, eV: 1.104
SMILES string: C1[C@H]2CN2[C@@H]2CO[C@@H]12
Gap between HOMO and LUMO, hartree: 0.350

#Q
The following is a DFT calculation (the ωB97M-V functional and the def2-TZVPD basis) of a 2-piece molecular cluster, C6H9NO overall.

```
! RIJCOSX wB97M-V def2-TZVPD def2/J DEFGRID3
* xyz 0 1
C 1.164 0.011 -0.119
C -0.229 -0.758 -3.104
C 0.294 1.886 1.635
C -1.075 -0.236 1.076
C 0.413 0.867 -0.719
C 0.088 0.632 0.758
N -0.211 -1.769 -2.513
O -0.001 -2.888 -1.837
H -0.778 2.346 1.821
H 0.823 1.590 2.503
H 0.978 2.554 1.114
H -0.760 -1.170 1.564
H -1.664 0.278 1.836
H -1.489 -0.691 0.095
H 0.015 1.378 -1.523
H 2.047 -0.542 -0.134
H 0.386 -3.489 -2.453
*
```

Values from the calculation:
Lowest unoccupied orbital energy, eV: 0.299
Gap between HOMO and LUMO, hartree: 0.343

#R
The following is a DFT calculation (the ωB97M-V functional and the def2-TZVPD basis) of C6H9NO as an isolated structure.

```
! RIJCOSX wB97M-V def2-TZVPD def2/J DEFGRID3
* xyz 0 1
C -0.437 2.061 1.188
C 1.136 -1.243 -0.218
C -1.392 0.463 -0.293
C 0.978 0.179 -0.266
C 2.332 -1.862 -0.287
C -2.579 0.429 -0.826
O -0.050 -1.939 -0.168
N -0.183 0.813 -0.155
H 0.145 -2.880 -0.116
H 1.866 0.790 -0.208
H 0.423 2.687 0.985
H -1.381 2.579 1.055
H -0.374 1.494 2.110
H 3.247 -1.295 -0.264
H 2.410 -2.938 -0.349
H -3.389 -0.100 -0.344
H -2.752 0.762 -1.845
*
```

Values from the calculation:
Lowest unoccupied orbital energy (spin up / spin down), eV: 0.380 / 0.381
Gap between HOMO and LUMO (spin up / spin down), hartree: 0.247 / 0.247

Most stable to least stable: #R, #Q, #P

#P
The following is a DFT calculation (the ωB97M-V functional and the def2-TZVPD basis) of one molecule with the formula C6H9NO.

```
! RIJCOSX wB97M-V def2-TZVPD def2/J DEFGRID3
* xyz 0 1
C -0.100 -0.540 -0.724
C 0.953 0.261 -0.707
C 0.528 -0.276 1.554
C -0.633 -0.889 0.755
C -1.208 0.253 -0.257
C -0.463 1.339 0.332
H 0.125 -1.120 -2.643
H 2.046 -0.141 -0.841
H 1.262 0.859 -1.462
H 1.410 -1.082 1.504
H 0.248 -0.019 2.772
H -1.095 -2.011 0.637
H -2.307 0.201 -0.587
H -0.915 1.839 1.235
H -0.518 1.994 -0.498
N 0.865 0.909 0.665
O -0.199 -1.576 -1.738
*
```

Values from the calculation:
Lowest unoccupied orbital energy, eV: 0.687
SMILES string: O[C@@]12CN3C[C@@H]1[C@@H]2C3
Gap between HOMO and LUMO, hartree: 0.355

#Q
The following is a DFT calculation (the ωB97M-V functional and the def2-TZVPD basis) of one molecule with the formula C6H9NO.

```
! RIJCOSX wB97M-V def2-TZVPD def2/J DEFGRID3
* xyz 0 1
C 0.313 0.896 -1.918
N -0.937 -1.165 0.346
C -1.378 -0.007 -0.230
C -0.160 0.854 -0.497
C 0.438 -1.210 0.644
C 0.109 1.852 0.395
C 0.851 -1.771 1.816
O -2.536 0.282 -0.478
H -1.622 -1.678 0.888
H 1.196 -1.088 -0.126
H 1.377 0.643 -1.962
H -0.213 0.174 -2.549
H 0.164 1.885 -2.360
H -0.266 1.820 1.412
H 0.679 2.724 0.096
H 0.167 -1.955 2.635
H 1.819 -2.256 1.888
*
```

Values from the calculation:
Lowest unoccupied orbital energy, eV: 0.805
SMILES string: C=CNC(=O)C(=C)C
Gap between HOMO and LUMO, hartree: 0.362

#R
The following is a DFT calculation (the ωB97M-V functional and the def2-TZVPD basis) of a 2-piece molecular cluster, C6H9NO overall.

```
! RIJCOSX wB97M-V def2-TZVPD def2/J DEFGRID3
* xyz 0 1
C -0.400 -0.078 1.909
C 0.521 -1.072 1.255
C 1.775 -0.213 0.875
C 1.460 0.902 -0.149
C -2.774 0.053 -2.798
C -0.057 1.167 0.040
N -0.520 0.887 1.129
O -3.716 0.761 -2.736
H -0.682 -0.107 2.901
H 0.815 -1.862 1.783
H 0.000 -1.536 0.462
H 2.170 0.151 1.704
H 2.567 -1.039 0.500
H 1.956 1.757 0.009
H 1.393 0.710 -1.174
H -2.073 -0.322 -1.922
H -2.434 -0.160 -3.788
*
```

Values from the calculation:
Lowest unoccupied orbital energy, eV: 0.348
Gap between HOMO and LUMO, hartree: 0.297

Most stable to least stable: #Q, #R, #P

#P
The following is a DFT calculation (the ωB97M-V functional and the def2-TZVPD basis) of one molecule with the formula C6H9NO.

```
! RIJCOSX wB97M-V def2-TZVPD def2/J DEFGRID3
* xyz 0 1
C 0.918 -0.813 -0.009
C -0.140 -0.219 1.043
C -0.018 1.125 0.685
C -0.096 1.270 -0.623
C -0.125 -0.292 -1.024
C -1.250 -0.820 -0.002
H 2.653 -0.286 0.855
H 2.028 0.810 -0.531
H 0.968 -1.950 0.297
H -0.156 -0.449 2.083
H -0.105 1.677 1.552
H -0.475 2.111 -1.309
H 0.151 -0.577 -2.161
H -1.530 -1.807 -0.292
H -2.490 0.698 -0.308
N 2.279 -0.265 -0.213
O -2.609 -0.212 -0.044
*
```

Values from the calculation:
Lowest unoccupied orbital energy, eV: 0.834
SMILES string: N[C@H]1[C@H]2C=C[C@@H]1[C@@H]2O
Gap between HOMO and LUMO, hartree: 0.373

#Q
The following is a DFT calculation (the ωB97M-V functional and the def2-TZVPD basis) of C6H9NO as an isolated structure.

```
! RIJCOSX wB97M-V def2-TZVPD def2/J DEFGRID3
* xyz 0 1
C 0.163 0.492 -0.191
C -0.712 -0.526 0.055
C -0.839 0.182 -1.281
C 1.689 -0.787 -0.499
N 2.461 -0.679 -1.615
C -1.726 0.612 1.138
C -1.282 0.869 2.361
O 2.012 -1.479 0.448
H 0.665 1.341 0.238
H -0.700 -1.519 0.476
H 2.179 -0.112 -2.395
H 3.313 -1.225 -1.695
H -0.389 -0.220 -2.191
H -1.891 0.372 -1.493
H -2.768 0.757 0.858
H -0.237 0.712 2.623
H -1.937 1.210 3.161
*
```

Values from the calculation:
Lowest unoccupied orbital energy, eV: 0.868
Gap between HOMO and LUMO, hartree: 0.330

Most stable to least stable: #P, #Q

#P
The following is a DFT calculation (the ωB97M-V functional and the def2-TZVPD basis) of one molecule with the formula C6H9NO.

```
! RIJCOSX wB97M-V def2-TZVPD def2/J DEFGRID3
* xyz 0 1
C 0.337 1.519 0.471
C 1.525 0.715 0.696
C 1.523 -0.369 -0.416
C 2.367 -1.458 -0.515
C -1.573 0.308 -0.278
C -2.877 -0.393 0.026
N -0.792 0.776 0.593
O 0.330 2.730 0.332
H 2.460 1.185 0.772
H 1.353 0.252 1.635
H -1.300 0.392 -1.324
H 0.778 -0.295 -1.196
H 2.346 -2.104 -1.395
H 2.921 -1.596 0.410
H -3.074 -1.008 -0.928
H -3.644 0.363 0.262
H -2.678 -1.016 0.856
*
```

Values from the calculation:
Lowest unoccupied orbital energy, eV: 0.883
SMILES string: C=CCC(=O)/N=C/C
Gap between HOMO and LUMO, hartree: 0.385

#Q
The following is a DFT calculation (the ωB97M-V functional and the def2-TZVPD basis) of one molecule with the formula C6H9NO.

```
! RIJCOSX wB97M-V def2-TZVPD def2/J DEFGRID3
* xyz 0 1
C 0.849 -0.698 -1.967
C -1.639 1.092 1.668
C 1.006 -1.001 -0.484
C -0.902 0.096 0.852
C -1.057 -0.965 0.175
C 0.661 0.281 0.557
N 0.938 1.488 0.058
O 1.677 -1.932 -0.094
H 1.744 1.442 -0.566
H -1.463 -1.833 -0.299
H 1.116 -0.105 1.475
H 0.108 0.078 -2.155
H 1.808 -0.375 -2.378
H 0.576 -1.625 -2.473
H -1.290 1.058 2.704
H -2.713 0.911 1.647
H -1.420 2.088 1.278
*
```

Values from the calculation:
Lowest unoccupied orbital energy (spin up / spin down), eV: -0.808 / -0.586
Gap between HOMO and LUMO (spin up / spin down), hartree: 0.271 / 0.302

Most stable to least stable: #P, #Q

#P
The following is a DFT calculation (the ωB97M-V functional and the def2-TZVPD basis) of one molecule with the formula C5H12.

```
! RIJCOSX wB97M-V def2-TZVPD def2/J DEFGRID3
* xyz 0 1
C 1.593 1.491 -0.351
C 1.238 0.080 -0.921
C 0.291 -0.742 -0.022
C -1.079 -0.020 0.205
C -2.041 -0.878 1.021
H 2.542 1.806 -0.917
H 1.895 1.450 0.735
H 0.831 2.275 -0.424
H 2.181 -0.462 -1.035
H 0.851 0.182 -1.967
H 0.732 -0.952 0.963
H 0.101 -1.744 -0.509
H -0.851 0.938 0.647
H -1.474 0.200 -0.800
H -2.935 -0.315 1.201
H -1.593 -1.120 1.979
H -2.290 -1.844 0.534
*
```

Values from the calculation:
Lowest unoccupied orbital energy, eV: 1.273
SMILES string: CCCCC
Gap between HOMO and LUMO, hartree: 0.445

#Q
The following is a DFT calculation (the ωB97M-V functional and the def2-TZVPD basis) of a 2-piece molecular cluster, C5H12 overall.

```
! RIJCOSX wB97M-V def2-TZVPD def2/J DEFGRID3
* xyz 0 1
C 3.390 3.445 -0.826
C 2.859 4.655 -0.745
H 3.969 3.101 -1.673
H 3.258 2.727 -0.030
H 3.026 5.454 -1.452
H 2.430 4.960 0.200
C -0.542 -2.773 0.216
C -2.062 -2.669 0.375
C -2.610 -1.271 0.603
H -0.255 -3.817 0.315
H -0.103 -2.297 1.102
H -0.155 -2.322 -0.693
H -2.340 -3.329 1.196
H -2.541 -3.108 -0.505
H -2.450 -0.611 -0.255
H -3.703 -1.345 0.685
H -2.171 -0.801 1.485
*
```

Values from the calculation:
Lowest unoccupied orbital energy, eV: 1.135
SMILES string: C=C.CCC
Gap between HOMO and LUMO, hartree: 0.417

Most stable to least stable: #P, #Q